# C36H80BrN4

A structure of composition C36H80BrN4 (the ωB97M-V functional and the def2-TZVPD basis, OMol25).

```
121
Properties=species:S:1:pos:R:3:forces:R:3
C -0.1528 -0.8512 -2.7642 3.2 -1.5 -0.8
C 0.7429 0.3708 -3.1182 6.0 -5.6 -1.8
C 2.2634 -0.0480 -3.3504 -1.1 -0.3 0.7
C 2.9492 -0.7400 -2.1398 2.9 0.3 -1.6
N 4.5162 -0.5351 -2.3075 2.2 0.6 -1.2
C 4.9173 0.9146 -1.8447 -0.6 -0.9 0.4
C 6.3773 0.8449 -1.3340 -1.6 0.8 -0.2
C 6.5470 -0.5481 -0.8145 0.4 -2.2 -0.7
C 5.4109 -1.3986 -1.3546 -2.0 -0.1 -0.2
C 5.0178 -0.9209 -3.8057 -0.7 0.5 1.0
H -0.3646 -1.4343 -3.6604 1.0 -0.2 0.2
H -1.0549 -0.4641 -2.2903 1.2 -1.7 -0.9
H 0.3677 -1.6664 -2.2617 0.2 0.5 1.4
H 0.6665 1.0663 -2.2825 3.0 -1.1 -2.8
H 0.2519 0.7606 -4.0099 3.6 -2.3 -0.4
H 2.7894 0.8733 -3.6011 0.2 0.1 0.2
H 2.3299 -0.6744 -4.2399 0.0 -0.2 0.1
H 3.0382 -1.8264 -2.1356 -1.5 -0.1 0.2
H 2.7675 -0.2573 -1.1795 -0.2 -0.7 -0.2
H 4.6945 1.6727 -2.5955 0.3 -0.3 -0.3
H 4.2070 1.1031 -1.0396 0.1 0.0 0.2
H 6.9101 1.2025 -2.2152 1.1 -0.4 0.7
H 6.4980 1.4162 -0.4136 0.1 1.0 -0.8
H 7.4659 -1.0617 -1.0974 0.3 0.5 0.0
H 6.4481 -0.6842 0.2624 0.4 0.7 0.0
H 5.6840 -2.3265 -1.8571 0.0 0.2 -0.1
H 4.7615 -1.6562 -0.5179 -0.2 -0.2 -0.1
H 4.8292 -0.1165 -4.5166 -0.2 0.1 0.4
H 4.5034 -1.8223 -4.1385 -0.3 0.1 0.3
H 6.0757 -1.1759 -3.8682 0.1 0.4 0.7
C -2.7997 -2.1275 0.0857 -2.2 -2.7 1.3
C -2.8637 -1.9239 1.6147 0.8 -0.5 0.7
C -2.7170 -3.3008 2.4398 0.2 2.3 -1.1
C -2.5373 -3.0487 3.9438 1.9 0.0 0.1
N -1.8755 -4.1981 4.6475 -2.4 -0.9 2.2
C -1.8050 -3.8353 6.2216 -0.2 -1.2 -0.5
C -0.7335 -4.8050 6.7894 -1.6 0.2 -0.9
C 0.0547 -5.2008 5.5485 2.3 -0.5 1.1
C -0.4360 -4.5185 4.3246 -1.6 0.2 -0.6
C -2.8344 -5.4328 4.4591 2.0 1.1 0.5
H -2.6471 -3.1829 -0.1397 0.0 -0.3 0.0
H -2.1393 -1.4805 -0.4917 -1.0 -3.5 1.0
H -3.8200 -1.9007 -0.2236 0.0 -0.1 -0.7
H -3.7436 -1.3658 1.9346 -0.5 -0.5 -0.2
H -2.1163 -1.1923 1.9216 0.8 -0.2 0.2
H -1.8426 -3.7958 2.0172 0.3 0.0 0.2
H -3.5432 -3.9092 2.0718 -0.3 -0.1 0.9
H -3.3577 -2.6424 4.5354 -0.5 -0.7 -0.3
H -1.7257 -2.3905 4.2538 -0.1 1.4 -1.4
H -2.7604 -4.1137 6.6664 -0.2 0.4 -0.3
H -1.6427 -2.7645 6.3447 0.2 -0.1 -0.3
H -1.2902 -5.6805 7.1237 0.2 0.0 0.3
H -0.1407 -4.4467 7.6310 -0.1 0.2 -0.3
H 0.1248 -6.2873 5.4954 0.1 0.1 -0.3
H 1.0487 -4.7825 5.7064 0.4 -0.6 -0.1
H -0.4481 -5.1147 3.4122 0.3 0.1 0.1
H 0.1179 -3.5900 4.1861 -0.3 0.1 -0.3
H -2.4707 -6.1440 5.2008 -0.7 -0.2 -0.1
H -2.6615 -5.8032 3.4487 -0.2 0.0 0.1
H -3.8360 -5.0261 4.5986 0.1 -0.5 0.1
C -2.5551 -2.5137 -5.6052 -1.6 0.6 0.0
C -3.2647 -1.7186 -4.4079 2.2 -0.6 -0.9
C -2.3458 -0.4783 -4.1371 -2.3 0.6 -1.3
C -2.9816 0.5209 -3.1629 0.3 0.8 -0.9
N -2.2453 1.8951 -3.3136 -0.4 3.2 -1.4
C -0.6817 1.9269 -3.4661 -5.3 2.4 2.3
C -0.1640 3.2567 -2.8544 -1.5 -0.1 -3.0
C -1.2878 3.7868 -1.9504 -0.4 0.0 -1.1
C -2.5769 2.9920 -2.2216 0.7 -0.4 -0.3
C -2.7890 2.5471 -4.6204 -0.9 -0.2 1.3
H -2.8269 -1.9937 -6.5237 0.4 0.2 -0.1
H -2.9547 -3.5138 -5.7726 -0.1 0.0 0.4
H -1.4704 -2.6144 -5.5656 0.0 0.3 0.4
H -3.3973 -2.4511 -3.6117 0.0 0.5 0.5
H -4.2338 -1.3065 -4.6894 -0.1 -0.4 -0.2
H -2.3414 -0.0246 -5.1282 -0.1 0.3 -0.3
H -1.2961 -0.6699 -3.9144 -2.8 0.4 -1.1
H -2.9466 0.1831 -2.1272 -0.3 0.4 -1.1
H -4.0252 0.7736 -3.3502 0.0 -0.1 -0.5
H -0.4187 1.7885 -4.5148 -0.9 0.7 0.0
H -0.4174 1.0780 -2.8355 -4.0 2.9 -0.5
H -0.0546 3.9141 -3.7169 -0.2 0.4 -0.1
H 0.8449 3.2882 -2.4430 -1.5 -0.6 -1.4
H -1.4518 4.8206 -2.2543 0.0 0.1 0.5
H -0.9549 3.7308 -0.9140 -2.2 0.4 -0.4
H -3.2415 3.7555 -2.6260 -0.6 -0.8 -0.1
H -2.9726 2.5147 -1.3252 0.0 -0.1 -0.3
H -2.5853 1.9958 -5.5383 0.1 -0.2 0.4
H -2.4540 3.5808 -4.7069 0.4 -0.2 0.1
H -3.8497 2.5835 -4.3719 -0.1 0.1 -0.8
C -0.0792 4.8968 5.7524 0.4 -0.1 0.1
C -0.5606 3.8659 4.7194 0.1 0.1 -0.3
C -0.2501 4.2530 3.2495 0.2 0.9 0.5
C -0.5726 3.2135 2.1571 0.3 -0.8 1.4
N 0.6067 2.3645 1.6545 0.5 0.5 0.2
C 1.4591 3.3527 0.8153 -0.3 -2.1 -1.1
C 1.0594 2.9785 -0.6549 1.4 -0.7 2.2
C 0.8159 1.4254 -0.6291 -0.2 2.2 3.2
C 0.0371 1.2501 0.6527 2.1 1.8 1.9
C 1.5011 1.7525 2.8515 -2.2 1.8 -2.0
H 0.9820 4.7601 5.9602 0.2 0.3 -0.3
H -0.5153 4.8061 6.7473 -0.4 -0.4 -0.2
H -0.2900 5.9226 5.4499 0.2 0.0 -0.2
H -1.6223 3.7010 4.9030 -0.1 -0.2 -0.4
H -0.0143 2.9291 4.8295 -0.3 -0.2 0.6
H 0.7801 4.6091 3.2465 0.5 -0.5 -0.2
H -0.7058 5.2120 3.0034 -0.7 -0.1 -0.1
H -1.0617 3.7097 1.3189 0.3 -0.4 -0.2
H -1.2506 2.4727 2.5810 -0.3 0.1 -0.1
H 2.4916 3.0729 1.0244 0.1 0.7 0.1
H 1.1290 4.3593 1.0720 0.7 -0.1 0.1
H 1.7052 3.2141 -1.5008 1.6 0.2 1.8
H 0.1695 3.5708 -0.8680 2.2 -1.1 1.0
H 1.7370 0.8500 -0.5367 -0.1 0.4 -0.5
H 0.1022 1.0401 -1.3574 0.1 0.6 2.5
H 0.0616 0.2424 1.0674 0.5 0.4 0.6
H -1.0091 1.3784 0.3749 0.5 1.8 1.5
H 1.9011 2.6420 3.3382 0.3 -0.4 0.1
H 2.2461 1.1326 2.3525 -0.2 -0.1 0.4
H 0.7498 1.2871 3.4895 0.5 -0.5 0.0
Br -1.6790 0.0746 -0.6706 -1.8 3.6 1.4
```
Positions in Å, forces in eV/Å.

HOMO energy: -13.63 eV
energy: -4211.111517 hartree
total charge: +3

Results of the Löwdin charge analysis, in e, for atoms 1 through 5: -0.162 -0.314 -0.092 -0.065 -0.199